17 unconnected molecules or ions with the total composition C68H118N4O26 at a distorted geometry. Source: OMol25; level of theory: ωB97M-V/def2-TZVPD.

Values from the calculation:
- Molar mass: 1407.694 g mol⁻¹
- Orbital gap: 8.85 eV
- 2S+1: 1
- Energy: -4836.4099 a.u.
- F_max: 0.08581 hartree/bohr

Atoms and positions in Å:
C1 1.2801 1.7390 -4.2128
C2 -0.0251 1.5016 -3.8279
C3 -1.0264 2.2562 -4.3475
C4 -0.7468 3.2907 -5.2059
C5 0.5421 3.6791 -5.4912
C6 1.5897 2.8116 -5.1059
N1 -1.8426 4.1605 -5.6961
O1 -1.5851 5.1168 -6.4137
O2 -2.9904 3.8669 -5.4772
H1 2.1043 1.0823 -3.9025
H2 -0.2556 0.6633 -3.1679
H3 -2.0441 2.0807 -4.0760
H4 0.5601 4.4704 -6.2159
H5 2.6450 2.9877 -5.3845
C7 -3.7138 -3.6891 4.4421
C8 -4.4297 -2.9305 5.3464
C9 -4.6453 -1.6043 5.0484
C10 -4.1483 -1.1270 3.8374
C11 -3.4995 -1.9436 2.8876
C12 -3.3664 -3.2650 3.1702
N2 -4.3617 0.2926 3.5189
O3 -5.0494 0.9344 4.2537
O4 -3.7334 0.7715 2.5767
H6 -3.3829 -4.6873 4.6562
H7 -4.7109 -3.2931 6.3241
H8 -5.1346 -0.8389 5.6488
H9 -3.1343 -1.3969 2.0867
H10 -2.8347 -3.8825 2.4232
C13 -1.3354 0.2691 -0.3172
C14 -1.0384 0.7833 0.9384
C15 -0.0794 0.1250 1.6932
C16 0.5585 -0.9761 1.1725
C17 0.2448 -1.5124 -0.0469
C18 -0.7255 -0.8659 -0.8058
N3 1.4729 -1.7538 2.0897
O5 1.7986 -1.1978 3.1231
O6 1.9669 -2.8181 1.7145
H11 -1.9836 0.7924 -0.9651
H12 -1.5299 1.6832 1.3445
H13 0.2334 0.4978 2.6602
H14 0.6205 -2.4699 -0.3180
H15 -0.9735 -1.3531 -1.7499
C19 4.1795 -4.7728 5.1826
C20 4.2246 -4.8506 6.5652
C21 5.1856 -5.6036 7.1958
C22 6.0798 -6.3493 6.4167
C23 6.0334 -6.2466 5.0450
C24 5.1268 -5.4897 4.3843
N4 7.1697 -7.2609 7.0604
O7 7.4254 -7.0919 8.2251
O8 7.5796 -8.1535 6.3948
H16 3.5209 -3.9769 4.8185
H17 3.5719 -4.2220 7.1476
H18 5.2678 -5.6240 8.2948
H19 6.6997 -6.7563 4.4241
H20 5.0429 -5.5571 3.3426
C25 0.3011 -6.0871 5.5929
C26 -0.4519 -5.7501 4.3643
O9 -1.6593 -5.8223 4.2454
C27 0.4528 -5.3142 3.1914
H21 0.6335 -7.1305 5.4542
H22 -0.3345 -6.1205 6.4953
H23 1.1518 -5.4060 5.7276
H24 1.3452 -6.0013 3.1884
H25 0.9368 -4.3290 3.3146
H26 -0.0750 -5.3081 2.2388
C28 2.1176 0.2602 6.3063
C29 2.0436 -1.2451 6.2743
O10 3.0565 -1.9113 6.2986
C30 0.7233 -1.9664 6.4068
H27 1.3019 0.6828 6.9322
H28 1.9908 0.7401 5.3266
H29 2.9575 0.6307 6.8062
H30 0.3294 -1.8018 7.4167
H31 0.8757 -3.0071 6.2542
H32 0.0266 -1.5628 5.6294
C31 -0.3070 3.9159 5.9409
C32 -0.5261 2.7121 5.1430
O11 0.2673 2.1895 4.4639
C33 -1.9554 2.1562 5.2522
H33 -0.9663 3.8321 6.7745
H34 -0.4500 4.8426 5.3715
H35 0.7378 3.8725 6.2964
H36 -1.8477 1.1178 5.6666
H37 -2.2637 1.9639 4.2588
H38 -2.6515 2.7280 5.8108
C34 -4.0176 -4.5913 -2.0654
C35 -3.8569 -3.2659 -1.3054
O12 -3.1810 -3.2439 -0.2878
C36 -4.7432 -2.1302 -1.6891
H39 -3.3830 -5.4045 -1.7265
H40 -3.8056 -4.3966 -3.1488
H41 -5.0643 -4.8875 -2.0331
H42 -4.6311 -1.8894 -2.7556
H43 -4.5419 -1.2398 -1.1183
H44 -5.7859 -2.4440 -1.6480
C37 -4.9076 2.2585 -0.5657
C38 -4.4437 2.3153 -1.9964
O13 -3.4931 1.6006 -2.3644
C39 -4.9907 3.2875 -3.0032
H45 -5.2567 3.2556 -0.2449
H46 -4.0430 1.8908 0.0101
H47 -5.7556 1.5879 -0.4338
H48 -5.0825 4.2714 -2.6076
H49 -5.9837 3.0291 -3.3736
H50 -4.2485 3.2568 -3.7779
C40 5.3168 -4.8550 -1.5391
C41 4.2147 -5.7326 -1.0255
O14 3.3674 -6.2231 -1.7301
C42 4.2643 -6.1134 0.4099
H51 6.2104 -4.6223 -0.8440
H52 4.8355 -3.9483 -1.8203
H53 5.6575 -5.1427 -2.5187
H54 5.2280 -6.4383 0.7665
H55 3.4330 -6.8052 0.6214
H56 4.0364 -5.2190 0.9403
C43 5.2007 -2.1880 1.7148
C44 4.8908 -0.8098 2.2751
O15 4.5005 0.0484 1.5356
C45 4.9666 -0.5992 3.7614
H57 5.5060 -2.9378 2.4716
H58 6.1193 -2.1527 1.0594
H59 4.3689 -2.5132 1.0579
H60 5.9807 -0.4971 4.1556
H61 4.4379 -1.4312 4.1606
H62 4.3959 0.2630 3.9282
C46 -2.1095 4.0214 2.2148
C47 -2.1873 5.5304 2.5553
O16 -2.8812 5.9509 3.4280
C48 -1.1952 6.4046 1.9027
H63 -2.8801 3.3374 2.5692
H64 -1.1157 3.7243 2.4971
H65 -2.0404 3.9437 1.1388
H66 -1.4412 6.5898 0.8663
H67 -0.2262 5.9584 1.7694
H68 -1.1065 7.3146 2.5040
C49 2.3620 6.6918 -2.2842
O17 2.0614 6.0079 -1.1137
C50 1.9143 4.5898 -1.3477
C51 1.3846 3.9856 -0.0393
O18 2.2304 4.3424 0.9871
C52 2.1198 3.5048 2.1317
H69 2.5957 7.7399 -2.1599
H70 1.4858 6.6604 -2.9326
H71 3.2628 6.3107 -2.7564
H72 2.8958 4.1887 -1.6178
H73 1.1521 4.4303 -2.0728
H74 1.3635 2.9041 -0.1666
H75 0.3302 4.3134 0.2207
H76 1.1079 3.6636 2.5277
H77 2.8386 3.9437 2.8044
H78 2.3499 2.4506 2.0575
C53 4.6740 -0.6889 -4.1198
O19 3.6835 -0.1013 -3.3237
C54 4.0016 -0.1802 -1.9498
C55 3.1392 0.9186 -1.2678
O20 3.7029 2.1470 -1.6954
C56 4.6276 2.6736 -0.8242
H79 4.8558 -1.7788 -3.9496
H80 5.6404 -0.2217 -3.9800
H81 4.4410 -0.3882 -5.1499
H82 5.1126 -0.0112 -1.8095
H83 3.7642 -1.1527 -1.5333
H84 3.0841 0.8258 -0.1653
H85 2.2079 0.7952 -1.7566
H86 4.2146 3.3572 -0.1068
H87 5.3342 3.2375 -1.4165
H88 5.2082 1.9196 -0.2679
C57 -0.0398 -4.4198 -2.9322
O21 0.3535 -3.1886 -2.4941
C58 1.4621 -2.5011 -3.1251
C59 1.4089 -2.2104 -4.6709
O22 0.5416 -1.1841 -5.0176
C60 0.5352 -0.7982 -6.3893
H89 0.8010 -5.0664 -2.7298
H90 -0.2622 -4.5172 -3.9941
H91 -0.7474 -4.8487 -2.2127
H92 2.4196 -3.0171 -2.9748
H93 1.5731 -1.6037 -2.5800
H94 1.2004 -3.1572 -5.2564
H95 2.4463 -2.0395 -4.9300
H96 0.2044 -1.5488 -7.1189
H97 1.5701 -0.4782 -6.6296
H98 -0.1107 0.1228 -6.5000
C61 -1.7149 5.2794 -1.9969
O23 -2.3550 5.6248 -3.1944
C62 -2.9783 6.9351 -3.0073
C63 -3.9328 7.2160 -4.1470
O24 -5.1872 6.6418 -3.8764
C64 -5.8167 6.0635 -5.0081
H99 -1.2394 4.2655 -2.0809
H100 -2.3664 5.2579 -1.0891
H101 -0.8881 5.9762 -1.7604
H102 -2.2447 7.6846 -2.9659
H103 -3.5526 6.9197 -2.0871
H104 -3.4467 6.9239 -5.0847
H105 -3.9213 8.2865 -4.2495
H106 -5.9761 6.7178 -5.8640
H107 -6.7985 5.7214 -4.6492
H108 -5.2376 5.1763 -5.2248
C65 -6.7664 0.6398 -5.8444
O25 -5.5650 -0.0931 -6.0139
C66 -4.6363 0.1418 -4.9677
C67 -3.3508 -0.5831 -5.1221
O26 -3.5340 -1.9536 -4.8752
C68 -2.5152 -2.7712 -5.2497
H109 -6.5887 1.6005 -5.3577
H110 -7.4974 0.1527 -5.1424
H111 -7.2044 0.8115 -6.8666
H112 -5.1218 -0.2442 -4.0466
H113 -4.3698 1.1760 -4.7998
H114 -2.7759 -0.0735 -4.3431
H115 -2.9268 -0.3824 -6.1265
H116 -2.3325 -2.7114 -6.3249
H117 -2.7861 -3.8357 -5.0208
H118 -1.5664 -2.4825 -4.8395